1.
Below is a 3-piece molecular cluster, CH8NO3 overall at a distorted geometry, with properties calculated with ωB97M-V/def2-TZVPD.

CARTESIAN COORDINATES (ANGSTROEM)
N1 0.586 -0.717 -1.893
C1 0.643 0.440 -0.874
O1 0.012 0.149 0.270
H1 0.829 -1.589 -1.508
H2 -0.385 -0.681 -2.208
H3 1.727 0.599 -0.664
H4 0.353 1.368 -1.415
H5 -1.485 0.144 -0.067
H6 -2.647 -0.003 0.906
O2 -2.518 0.058 -0.039
H7 0.598 -0.210 3.127
H8 1.005 0.295 1.719
O3 1.283 0.149 2.644

Multiplicity = 1
Energy relative to the best compared isomer or geometry (same formula, charge and spin) = 8.98 kcal/mol
Charge = -1
Calculated total energy = -323.39707 Ha
Largest force on an atom = 3.500 eV Å⁻¹
E_HOMO = -3.9341 eV

The net atomic charges from Löwdin, expressed in e, are:
1. N -0.0189
2. C -0.4991
3. O -0.3139
4. H 0.0064
5. H 0.0301
6. H 0.0776
7. H 0.0860
8. H -0.0263
9. H -0.0180
10. O -0.1805
11. H -0.0389
12. H -0.0182
13. O -0.0864

***

2.
Below is a 2-piece molecular cluster, C3H11NO2 overall at a distorted geometry, with properties calculated with ωB97M-V/def2-TZVPD.

CARTESIAN COORDINATES (ANGSTROEM)
C1 -0.951 -1.024 -1.247
C2 -0.718 0.341 -0.596
O1 0.710 0.620 -0.802
C3 -0.798 0.481 0.947
N1 -1.613 1.677 1.330
H1 -2.002 -1.166 -1.434
H2 -0.422 -1.160 -2.196
H3 -0.512 -1.747 -0.569
H4 -1.223 1.136 -1.149
H5 1.210 -0.045 -1.267
H6 -1.340 -0.383 1.344
H7 0.209 0.510 1.354
H8 -1.176 2.422 0.794
H9 -1.418 1.752 2.328
O2 3.527 -1.234 0.018
H10 3.381 -0.388 0.444
H11 3.133 -1.791 0.701

Multiplicity = 1
Energy relative to the best compared isomer or geometry (same formula, charge and spin) = 20.21 kcal/mol
Calculated total energy = -326.09926 Ha
Largest force on an atom = 2.967 eV Å⁻¹
E_HOMO = -9.5155 eV

The net atomic charges from Löwdin, expressed in e, are:
1. C -0.0488
2. C -0.3657
3. O -0.1069
4. C -0.2305
5. N -0.0114
6. H 0.0745
7. H 0.0837
8. H 0.0791
9. H 0.1324
10. H 0.0546
11. H 0.1067
12. H 0.1022
13. H 0.0610
14. H 0.0616
15. O -0.0568
16. H 0.0273
17. H 0.0370